The following is a DFT calculation (the ωB97M-V functional and the def2-TZVPD basis) of a molecular structure, C35H44N3NiO4PS2 in a non-equilibrium geometry.

Cartesian coordinates (Å):
Ni 12.0476 12.3454 13.1944
C 13.5113 15.4682 15.7036
C 13.3687 14.6042 14.4972
N 13.0407 13.3296 14.7370
O 13.3981 12.8855 16.0091
C 13.1138 15.1270 13.2181
C 13.1057 16.4888 12.6273
N 12.5312 14.2114 12.3586
O 12.3598 14.5190 11.1750
H 14.0732 16.3656 15.5150
H 13.8949 14.7798 16.4658
H 12.5468 15.8755 16.0794
H 12.7564 12.1436 16.1422
H 13.5716 17.2587 13.3148
H 12.1309 16.8577 12.3852
H 13.6403 16.4824 11.6679
O 10.1772 15.0902 12.8429
N 9.1553 14.9195 13.6124
C 8.2574 15.9640 13.7782
C 7.2045 15.7466 14.6021
C 7.0683 14.5924 15.3672
C 8.0027 13.5771 15.1860
C 9.0422 13.6996 14.2500
S 9.9685 12.3202 13.8803
H 8.5922 16.8798 13.3579
H 6.4782 16.5534 14.7040
H 6.1699 14.3959 15.9624
H 7.9317 12.6279 15.6762
O 10.4917 15.2418 8.3322
S 10.8454 16.3215 7.3361
C 9.4071 16.9273 6.4814
C 8.2127 17.1610 7.1923
C 7.0266 17.4821 6.5064
C 7.0742 17.7336 5.1348
C 8.2835 17.6907 4.4511
C 9.4099 17.1466 5.0944
C 11.2791 17.6980 8.3711
C 12.2041 18.5578 7.8683
C 12.3620 19.7677 8.5646
C 11.5954 20.0584 9.6888
C 10.7491 19.1031 10.2030
C 10.5456 17.8897 9.5173
H 8.2246 16.9192 8.2507
H 6.1286 17.5325 7.1343
H 6.1926 17.9840 4.5486
H 8.2805 17.9202 3.3565
H 10.3947 16.9505 4.5907
H 12.8053 18.2923 6.9876
H 13.1376 20.4542 8.2253
H 11.7403 20.9974 10.2021
H 10.0934 19.2918 11.0974
H 9.8651 17.1420 9.8449
C 13.5960 11.8507 9.6012
C 13.8017 10.8207 10.6986
C 14.9307 11.4649 11.6365
C 14.3092 9.5478 10.0033
P 12.2244 10.5969 11.7666
C 12.8143 9.0728 12.6288
C 12.5279 7.7680 12.1227
C 13.0321 6.6723 12.7851
C 13.7512 6.8420 14.0034
C 13.9359 8.0856 14.5587
C 13.4655 9.2158 13.8476
C 10.7652 10.4122 10.5849
C 9.8109 9.5007 11.3824
C 10.3072 11.8880 10.3306
C 11.0651 9.6787 9.2654
H 14.5305 11.8705 9.0028
H 13.3703 12.8402 10.0462
H 12.8469 11.5611 8.8847
H 15.7666 11.7124 10.9889
H 15.3084 10.7685 12.3884
H 14.5679 12.4240 12.0490
H 15.1010 9.9229 9.3221
H 13.5758 9.0650 9.3849
H 14.7589 8.7330 10.6264
H 12.0244 7.6799 11.1589
H 12.7245 5.6644 12.4952
H 14.3230 6.0417 14.4544
H 14.4461 8.2057 15.4822
H 13.7646 10.2359 14.2114
H 9.4346 10.0243 12.2899
H 10.3718 8.6030 11.7047
H 8.9314 9.2183 10.7463
H 10.0604 12.3471 11.2712
H 9.3726 11.8154 9.7486
H 11.0380 12.4593 9.7615
H 11.5668 8.7269 9.4648
H 11.6630 10.2042 8.5346
H 10.0527 9.4984 8.8083

Force components x, y, z for each atom (eV/Å):
1.60 1.81 0.66
-0.25 0.02 0.47
-0.94 1.88 -0.49
-0.79 -0.92 -2.40
-0.56 -1.93 1.20
-0.56 -1.64 0.25
1.67 1.34 1.20
1.17 -0.83 1.82
-0.49 -0.16 -2.30
0.80 0.15 0.07
0.30 1.03 0.20
0.06 -0.57 -0.28
0.79 1.06 -0.03
-0.29 -0.82 -0.67
-0.94 -0.06 -0.01
0.12 0.03 0.22
-1.02 0.30 0.22
1.25 0.41 -0.64
1.23 -2.36 0.65
-1.30 1.15 0.80
-0.06 -1.05 -0.43
-0.35 0.88 -0.44
-1.05 0.76 0.51
-0.81 -0.75 0.16
-0.09 0.43 -0.58
0.11 -0.15 0.07
0.47 0.32 -0.05
-0.11 -0.25 0.30
-0.45 0.81 -1.28
1.19 -2.05 0.82
-1.92 0.85 -0.14
0.08 -0.68 -0.81
0.75 -0.12 0.97
-0.02 0.40 0.03
0.29 -1.03 -0.66
1.47 0.41 0.23
-1.29 -0.80 -0.93
0.81 1.47 0.35
0.63 -0.24 -0.60
0.74 -0.05 -0.13
-1.94 -0.99 0.65
0.82 1.68 0.54
-0.25 0.21 -0.05
0.14 0.07 -0.69
-0.02 0.06 0.38
0.21 -0.28 1.14
-1.20 0.32 0.16
-0.36 0.26 0.40
-0.30 0.04 0.10
-0.04 0.09 0.02
1.02 -0.08 -0.88
-0.35 -0.52 0.36
0.45 0.64 0.01
0.54 0.29 0.94
-1.03 -0.51 -0.85
1.34 -0.16 0.39
1.64 0.68 -0.73
-1.24 -0.73 -0.38
0.87 0.97 0.29
-0.20 -0.40 1.21
0.12 -0.13 -0.74
-0.74 0.77 -1.63
0.79 0.54 0.46
0.99 -0.26 0.12
-0.77 0.54 0.14
-0.69 -1.67 -0.36
-1.17 -0.32 0.07
-0.27 0.39 0.41
0.03 -0.35 -0.51
-0.42 0.11 -0.08
0.24 0.00 -0.21
-0.25 0.17 0.15
0.10 -0.54 0.15
-0.18 -0.50 0.26
-0.45 -0.05 -0.31
-0.38 0.90 -0.11
0.07 -0.21 0.45
0.52 0.24 -0.23
-0.56 -0.48 0.07
0.47 0.11 0.56
-0.73 -0.96 -0.26
0.20 -0.33 -0.51
-0.79 0.37 -0.23
0.65 0.12 0.54
0.08 0.49 0.24
0.21 0.14 -0.01
-0.07 0.07 0.23
-0.37 -0.04 -0.21
0.03 0.26 0.03
0.94 -0.09 0.17

DFT total energy	-121664.342	eV
spin multiplicity	4
charge	-1
energy relative to the best compared isomer or geometry (same formula, charge and spin)	124.9	kJ/mol
Kohn-Sham gap (alpha / beta)	3.463 / 4.965	eV
<S²>	3.80

Atomic partial charges in e from the Mulliken method, atoms 1 to 4: number 1, Ni, carries -0.26; number 2, C, carries -1.66; number 3, C, carries -0.41; number 4, N, carries 0.65

The following is a DFT calculation (the ωB97M-V functional and the def2-TZVPD basis) of 2 unconnected molecules or ions with the total composition C4H3Br3O in a non-equilibrium geometry.

Cartesian coordinates (Å):
O -1.7258 -1.1901 2.4134
C -1.8450 -1.0099 1.2861
C -2.2056 -0.9208 0.0348
Br -1.4368 -1.9892 -1.3012
Br -2.6160 0.9913 -0.3948
C 1.6311 0.0185 -0.0045
C 1.8683 1.2555 -0.4748
Br 0.6532 1.8699 -1.8405
H 0.6324 -0.3971 -0.1904
H 2.3104 -0.5230 0.7221
H 2.7339 1.8950 -0.2501

Force components x, y, z for each atom (eV/Å):
0.39 0.11 0.66
-0.46 -0.67 0.49
0.11 2.07 -1.55
-0.23 -0.04 0.12
0.01 -1.53 0.31
0.30 0.79 1.01
-0.11 -1.33 -0.07
0.61 0.29 0.51
0.76 -0.24 -0.20
-0.84 0.93 -0.95
-0.54 -0.38 -0.34

SMILES string	O=C=C(Br)Br.C=CBr
DFT total energy	-216368.600	eV
energy relative to the best compared isomer or geometry (same formula, charge and spin)	12.3	kJ/mol
Kohn-Sham gap	8.462	eV

Atomic partial charges in e from the natural (NBO) method, atoms 1 to 4: number 1, O, carries -0.40; number 2, C, carries 0.66; number 3, C, carries -0.51; number 4, Br, carries 0.16

The following is a DFT calculation (the ωB97M-V functional and the def2-TZVPD basis) of a molecular structure, C26H36Cl5N7O8SY.

Cartesian coordinates (Å):
Y 0.1114 0.0898 0.1912
Cl -0.7639 1.0842 3.5890
C -1.4226 -0.4830 3.1229
C -1.1217 -0.9544 1.8604
C -1.6407 -2.1945 1.5499
Cl -1.2144 -2.8389 -0.0349
C -2.4397 -2.9467 2.4032
Cl -3.0522 -4.4791 1.9357
C -2.7315 -2.4165 3.6620
Cl -3.7180 -3.2960 4.7525
C -2.2145 -1.1720 4.0359
Cl -2.5672 -0.5220 5.5865
C 1.8116 3.8253 3.5524
C 3.0609 3.0559 3.1339
N 3.3545 3.1405 1.7016
C 4.2577 4.2071 1.2566
C 3.5551 5.5257 0.9574
C 2.6516 2.3970 0.8301
C 2.9905 2.5108 -0.6309
N 1.7030 1.5754 1.1712
H 1.5621 3.6031 4.5893
H 0.9562 3.5535 2.9310
H 1.9593 4.8995 3.4647
H 2.9781 2.0010 3.4096
H 3.9379 3.4284 3.6620
H 4.8141 3.8628 0.3859
H 4.9943 4.3425 2.0485
H 2.7397 5.3965 0.2445
H 4.2624 6.2350 0.5297
H 3.1410 5.9722 1.8591
H 4.0360 2.2541 -0.8029
H 2.8374 3.5220 -1.0084
H 2.3792 1.8176 -1.2081
H 1.5738 1.5180 2.1784
O 1.9871 -1.0557 -3.4792
C 2.4311 -1.2733 -2.3499
C 3.7499 -1.9834 -2.0853
C 3.8355 -2.0434 -0.5606
C 2.5357 -1.4064 -0.1367
O 2.0921 -1.2831 1.0074
N 1.8126 -0.9377 -1.1933
H 4.5579 -1.4233 -2.5558
H 3.7204 -2.9627 -2.5628
H 4.6628 -1.4667 -0.1453
H 3.9061 -3.0490 -0.1488
N -0.5996 -1.1262 -4.1066
C -1.3319 0.1749 -4.0806
C -1.5162 0.6469 -2.6304
O -2.1087 1.6899 -2.4430
O -1.0005 -0.1536 -1.7683
H -0.6147 -1.5560 -5.0293
H -1.0252 -1.7600 -3.4293
H 0.4240 -1.0174 -3.7959
H -2.3015 0.0558 -4.5593
H -0.7520 0.9075 -4.6380
C -7.1760 4.8461 4.1999
C -5.8343 4.4303 3.6153
S -4.9554 5.8658 3.0330
O -4.5634 6.6450 4.1732
O -5.7077 6.4541 1.9561
C -3.4538 5.2071 2.3149
C -3.6667 4.6900 0.9008
N -2.4842 3.9509 0.4538
C -2.3027 2.6241 0.6288
N -1.0800 2.2539 0.2721
C -0.4451 3.3768 -0.1661
C -1.2904 4.4307 -0.0434
N -0.9843 5.8000 -0.3367
O 0.1278 6.0130 -0.7791
O -1.8431 6.6378 -0.1454
C -3.3632 1.7075 1.1162
H -7.7115 3.9609 4.5400
H -7.7830 5.3521 3.4517
H -7.0348 5.5127 5.0482
H -5.9599 3.7588 2.7640
H -5.1956 3.9552 4.3605
H -3.0706 4.4357 2.9861
H -2.7557 6.0454 2.3218
H -3.8503 5.5130 0.2191
H -4.5115 4.0077 0.8342
H 0.5615 3.3911 -0.5371
H -4.3018 1.8845 0.5936
H -3.5263 1.8206 2.1903
H -3.0606 0.6787 0.9314

Force components x, y, z for each atom (eV/Å):
0.59 0.08 -0.76
-0.06 -0.08 -0.04
-0.04 0.03 0.12
-0.42 -0.29 0.58
0.00 -0.07 0.02
0.03 0.02 0.11
0.01 0.01 -0.01
0.00 0.01 0.00
0.01 0.01 -0.01
0.00 -0.01 0.00
0.00 0.00 -0.02
0.01 0.01 -0.01
-0.02 -0.01 -0.01
0.00 -0.03 0.00
-0.05 0.00 0.01
0.09 -0.03 0.00
0.00 -0.02 -0.01
0.05 0.10 0.00
-0.02 -0.02 -0.06
0.10 -0.13 -0.09
0.01 -0.01 0.02
-0.02 -0.01 0.01
0.01 0.02 0.00
0.00 0.02 -0.01
-0.04 0.02 -0.01
-0.04 0.01 0.00
0.00 0.01 -0.03
-0.01 0.00 -0.01
0.03 0.02 0.01
-0.01 0.01 0.03
0.00 -0.01 0.01
0.01 0.01 0.00
0.01 0.03 0.04
-0.06 0.07 -0.04
-0.06 -0.02 -0.01
0.02 0.00 0.02
-0.01 0.02 -0.03
0.01 0.00 0.01
-0.13 -0.05 0.08
-0.16 0.03 -0.08
0.11 0.04 -0.04
-0.01 -0.01 0.01
0.01 0.00 0.02
0.00 -0.01 0.00
-0.01 -0.01 -0.02
0.14 0.01 0.07
0.06 -0.07 0.01
-0.12 0.15 -0.25
0.01 -0.04 -0.03
0.10 0.17 0.43
0.00 0.01 0.00
0.00 0.03 0.00
-0.14 0.05 -0.07
0.00 0.01 0.02
-0.02 0.01 0.02
-0.03 0.01 0.01
0.05 -0.07 -0.02
0.03 0.05 -0.02
-0.01 0.00 0.02
-0.01 0.00 0.00
0.00 -0.01 0.06
-0.06 0.06 -0.12
0.12 -0.14 0.08
-0.16 0.02 -0.14
0.15 -0.05 -0.05
-0.10 0.11 0.15
0.11 -0.02 0.02
-0.09 -0.07 -0.25
0.02 0.02 0.08
0.03 0.00 0.11
0.02 -0.07 0.03
0.00 0.01 0.00
-0.01 0.01 -0.01
-0.01 0.02 0.01
0.01 0.00 -0.03
0.02 0.00 0.01
-0.02 -0.01 0.01
-0.02 0.03 0.00
-0.02 -0.03 0.03
0.02 0.01 0.05
0.00 0.02 -0.02
-0.02 -0.01 -0.02
-0.02 0.02 0.00
0.00 0.03 0.01

DFT total energy	-128845.858	eV
charge	+1
energy relative to the best compared isomer or geometry (same formula, charge and spin)	0.0	kJ/mol
Kohn-Sham gap	8.455	eV

Atomic partial charges in e from the Mulliken method, atoms 1 to 4: number 1, Y, carries 0.30; number 2, Cl, carries -0.16; number 3, C, carries 1.49; number 4, C, carries -1.38

The following is a DFT calculation (the ωB97M-V functional and the def2-TZVPD basis) of 5 unconnected molecules or ions with the total composition C16H34N9O7 in a non-equilibrium geometry.

Cartesian coordinates (Å):
C -1.1894 2.5069 -0.3038
C -1.9719 1.5186 -1.2229
C -2.2313 0.1540 -0.5820
O -1.0717 -0.4332 0.0642
N -0.0334 -0.6635 -0.7803
C -0.1316 -1.0981 -2.0275
C 0.9736 -1.3321 -2.8065
C 2.2475 -1.1338 -2.2868
C 2.3292 -0.6858 -0.9534
C 3.7145 -0.5035 -0.3569
C 4.6247 0.4712 -1.1407
O 4.9316 1.6043 -0.3133
C 4.6722 2.8106 -0.9568
C 5.3765 3.1953 -2.2561
O 3.8727 3.5575 -0.4423
C 1.1812 -0.4650 -0.2522
H -0.1249 2.4294 -0.5554
H -1.5504 3.5317 -0.4420
H -1.4003 2.2377 0.7394
H -1.5340 1.4470 -2.2312
H -2.9663 1.9653 -1.3827
H -2.9730 0.2945 0.2166
H -2.7154 -0.5246 -1.3008
H -1.1029 -1.2967 -2.4714
H 0.8922 -1.6872 -3.8299
H 3.1337 -1.3414 -2.8813
H 3.6807 -0.2300 0.7054
H 4.1862 -1.4988 -0.3799
H 5.5831 -0.0480 -1.3032
H 4.2464 0.7473 -2.1324
H 5.1600 4.2427 -2.4798
H 6.4572 3.0220 -2.1752
H 5.0053 2.5664 -3.0784
H 1.2509 -0.1231 0.7811
C -1.2854 0.3252 3.4926
O -0.9429 1.3619 2.9403
N -1.4522 0.2298 4.8386
N -1.5257 -0.8202 2.7884
H -1.7335 -0.6107 5.3065
H -1.2828 1.0569 5.3814
H -1.4118 -0.7682 1.7908
H -1.8065 -1.6874 3.2087
C -4.8237 -2.6774 2.0932
O -5.1800 -1.5212 2.2504
N -3.5858 -3.0034 1.6045
N -5.6087 -3.7470 2.3831
H -3.2714 -3.9496 1.4627
H -2.9760 -2.2439 1.3773
H -6.5265 -3.5621 2.7442
H -5.3103 -4.6995 2.2524
C -4.6421 -7.2287 1.0723
O -4.0135 -6.2189 1.3751
N -4.0670 -8.4595 1.0425
N -5.9630 -7.1955 0.7426
H -4.5591 -9.2979 0.7986
H -3.0941 -8.5176 1.2812
H -6.4187 -6.3011 0.7520
H -6.4943 -8.0081 0.4929
C 4.3309 7.6377 -2.0650
O 4.1490 7.2868 -3.2192
N 4.8318 8.8661 -1.7405
N 4.0482 6.8257 -1.0044
H 4.9886 9.1729 -0.7997
H 5.0501 9.4861 -2.4982
H 3.6797 5.9144 -1.2117
H 4.1893 7.0851 -0.0469

Force components x, y, z for each atom (eV/Å):
-0.50 -0.77 -0.37
-0.15 0.70 0.18
-1.16 1.01 -0.58
-0.48 -0.18 -0.78
1.15 0.08 -0.04
-1.43 -0.48 -1.23
1.36 -0.06 -0.25
-0.94 0.17 0.62
1.39 -0.28 -1.00
-0.27 -0.33 -0.01
1.24 -0.72 0.60
-0.48 0.47 -1.32
-0.99 1.26 0.55
0.10 -0.76 0.35
0.74 -0.58 -0.29
0.34 0.52 1.36
-0.12 0.28 0.48
0.31 -0.23 -0.19
0.47 0.12 -0.13
0.03 -0.08 0.33
0.14 -0.42 -0.05
0.58 -0.27 0.18
0.44 -0.16 0.28
-0.01 0.23 0.51
-0.42 0.07 0.24
-0.14 0.08 0.15
-0.04 0.19 -0.35
-0.13 0.26 -0.02
-0.30 0.15 -0.13
-0.21 0.06 0.35
0.04 -0.25 0.09
-0.25 0.07 -0.01
0.12 0.22 0.15
-0.51 0.01 -0.24
-0.09 0.02 0.12
0.05 -0.07 -0.10
0.11 0.12 0.07
0.14 -0.20 -0.05
-0.05 0.00 -0.04
-0.02 -0.01 -0.01
0.05 -0.07 0.53
-0.11 0.08 0.08
-0.11 0.02 0.00
0.12 0.02 -0.08
0.42 -0.14 -0.12
-0.39 -0.20 0.09
-0.23 -0.08 0.01
-0.10 0.05 -0.02
0.06 0.09 0.04
0.27 0.01 -0.04
-0.12 -0.23 -0.09
-0.05 0.16 0.07
0.20 0.05 0.02
-0.01 0.22 0.06
-0.03 0.02 0.00
-0.03 -0.02 0.01
-0.03 -0.03 -0.07
0.02 -0.01 0.02
-0.02 0.03 0.04
0.05 -0.06 0.02
0.05 0.11 -0.10
-0.03 -0.17 -0.03
-0.02 -0.03 0.00
-0.01 -0.01 0.01
0.00 -0.02 0.14
0.00 0.02 -0.01

DFT total energy	-44882.944	eV
charge	+1
Kohn-Sham gap	7.140	eV

Atomic partial charges in e from the natural (NBO) method, atoms 1 to 4: number 1, C, carries -0.63; number 2, C, carries -0.45; number 3, C, carries -0.11; number 4, O, carries -0.33

The following is a DFT calculation (the ωB97M-V functional and the def2-TZVPD basis) of a molecular structure, C3H3CrO2 in a non-equilibrium geometry.

Cartesian coordinates (Å):
O -1.2125 -0.0771 0.2423
C 0.8833 -0.2883 -2.5265
O -0.0698 -0.9147 -2.3461
Cr -1.6263 -1.2768 -1.0203
C -0.1079 0.6797 0.3655
H -0.2537 1.7508 0.1738
H 0.1210 -0.1876 2.3281
C 0.5946 0.2306 1.4364
H 1.6715 0.0834 1.3470

Force components x, y, z for each atom (eV/Å):
-0.71 1.27 -0.30
-1.47 -1.09 0.06
2.14 1.11 -0.78
-0.63 -0.48 0.17
-2.85 -0.17 1.48
0.94 -0.31 -1.25
-0.14 -0.64 -0.77
2.62 -0.84 0.67
0.10 1.15 0.72

DFT total energy	-35664.214	eV
spin multiplicity	5
charge	+1
energy relative to the best compared isomer or geometry (same formula, charge and spin)	213.5	kJ/mol
Kohn-Sham gap (alpha / beta)	6.646 / 8.114	eV
<S²>	6.46

Atomic partial charges in e from the natural (NBO) method, atoms 1 to 4: number 1, O, carries -0.76; number 2, C, carries 0.71; number 3, O, carries -0.69; number 4, Cr, carries 1.31

The following is a DFT calculation (the ωB97M-V functional and the def2-TZVPD basis) of a molecular structure, H10O13S2Zn in a non-equilibrium geometry.

Cartesian coordinates (Å):
Zn -0.8358 6.2649 19.1129
S 1.1742 3.6947 18.3501
O 0.2278 2.6234 18.6500
O 1.3933 3.7541 16.8983
O 0.5713 4.9728 18.8354
O 2.4748 3.5477 19.0363
S -3.1382 8.6313 18.8765
O -4.4310 8.6519 19.6047
O -3.3589 8.2169 17.4721
O -2.4464 9.9321 18.9637
O -2.2494 7.6162 19.5141
O 0.5393 7.7907 19.4337
H 0.9022 8.0962 20.2717
H 0.9868 8.3146 18.7621
O 3.1935 6.0496 19.9032
H 2.2817 6.2631 19.6827
H 3.2436 5.0897 19.6443
O -2.3962 4.8562 18.8284
H -2.8740 4.5972 18.0346
H -2.7935 4.3509 19.5428
O -0.9131 7.0882 17.1589
H -0.2805 7.6603 16.7187
H -1.7405 7.1795 16.6577
O -0.7589 5.9257 21.1521
H -0.6574 6.5630 21.8667
H -0.7941 5.0601 21.5759

Force components x, y, z for each atom (eV/Å):
-0.72 0.20 -0.94
0.52 -1.40 -1.70
-0.29 -0.54 0.78
-0.04 0.51 -0.04
-0.18 1.58 0.59
0.12 -0.09 0.57
-1.26 1.04 0.07
0.64 -0.06 -0.20
0.04 -0.16 -0.62
-0.02 -0.02 -0.19
0.64 -1.13 1.10
1.09 0.75 0.33
-0.13 -0.07 -0.02
-0.17 -0.07 -0.07
0.55 -0.17 0.17
-0.18 -0.34 -0.20
-0.50 0.51 0.00
-0.58 -0.58 -0.03
0.22 0.18 -0.09
0.12 0.08 0.02
0.48 -0.36 -1.10
0.03 -0.12 0.04
-0.41 0.51 0.78
0.02 -0.36 1.33
-0.28 0.15 -0.24
0.29 -0.04 -0.33

DFT total energy	-96871.625	eV
charge	-2
energy relative to the best compared isomer or geometry (same formula, charge and spin)	0.0	kJ/mol
Kohn-Sham gap	6.143	eV

Atomic partial charges in e from the natural (NBO) method, atoms 1 to 4: number 1, Zn, carries 1.75; number 2, S, carries 2.62; number 3, O, carries -1.09; number 4, O, carries -1.08